77
Properties=species:S:1:pos:R:3:lowdin_charge:R:1 method="wB97M-V/def2-TZVPD" e_above_lowest_kcal_mol=17.9 e_tot_ha=-11941.2975 largest_force_ev_per_a=0.46 total_charge=+2 molar_mass_g_mol=999.3
Sb -2.164 -4.656 1.761 0.092
Tc -1.615 -0.751 0.951 0.889
Se -0.690 -3.833 3.382 0.147
Se -3.351 -2.706 0.630 0.108
Se -2.872 -6.709 0.993 0.142
Se -0.981 -1.999 -0.906 0.365
S -0.087 -0.032 -0.886 0.341
Si 2.144 -0.272 -0.304 0.011
O -0.280 -0.139 2.073 -0.279
O 2.138 -1.752 0.308 -0.161
O 0.503 0.628 4.028 0.197
O 2.761 -0.005 -1.747 -0.133
O 2.431 0.885 0.748 -0.122
N -3.070 0.404 0.388 -0.021
N -4.962 1.744 -0.380 -0.034
N -2.500 -0.965 2.943 -0.129
C 2.610 -1.797 2.690 -0.023
C 3.056 -2.309 1.333 -0.587
C -6.073 3.085 -2.114 -0.167
C -3.986 1.046 0.035 -0.161
C 2.678 2.874 2.010 -0.013
C 2.782 2.304 0.610 -0.600
C 3.060 -0.728 -2.983 -0.604
C 4.204 2.391 0.079 -0.009
C 2.903 -3.812 1.209 -0.013
C -4.764 2.851 -1.370 -0.087
C -7.180 1.016 -1.174 -0.147
C -1.740 -0.245 3.979 -0.100
C -6.734 1.752 -2.451 -0.170
C 1.869 -1.597 -3.355 -0.042
C 4.300 -1.572 -2.754 -0.011
C 4.477 -1.868 1.025 -0.009
C -6.361 1.453 0.041 -0.093
C 3.304 0.349 -4.024 -0.012
C -0.383 0.136 3.424 -0.514
C 1.785 2.954 -0.338 -0.030
H 4.095 -2.371 -2.041 0.077
H -7.096 -0.062 -1.310 0.116
H -4.430 3.736 -0.829 0.136
H 3.192 -4.148 0.213 0.094
H 2.679 -0.711 2.747 0.082
H 4.508 3.436 0.011 0.103
H 1.854 2.517 -1.336 0.079
H -6.745 3.707 -1.519 0.125
H -2.252 0.670 4.275 0.148
H 2.083 -2.145 -4.272 0.106
H 1.580 -2.097 2.879 0.018
H 5.152 -2.281 1.775 0.108
H 3.241 -2.226 3.468 0.109
H -6.023 1.136 -3.009 0.118
H -1.592 -0.855 4.869 0.142
H -8.226 1.228 -0.952 0.126
H -3.978 2.533 -2.055 0.134
H 0.980 -0.988 -3.530 0.074
H 3.540 -4.312 1.939 0.104
H 4.145 0.977 -3.730 0.096
H 4.799 -2.227 0.049 0.079
H 1.992 4.020 -0.429 0.104
H 3.363 2.356 2.681 0.099
H 3.534 -0.105 -4.987 0.101
H 2.421 0.979 -4.141 0.093
H -3.484 -0.715 2.951 0.095
H -5.844 3.651 -3.016 0.129
H 4.575 -0.781 1.062 0.084
H -6.742 2.375 0.479 0.137
H 2.939 3.932 2.001 0.101
H 5.117 -0.956 -2.378 0.102
H 4.616 -2.029 -3.691 0.104
H -6.334 0.695 0.821 0.130
H 1.869 -4.106 1.398 0.058
H 0.768 2.840 0.046 0.080
H -7.587 1.908 -3.108 0.122
H 1.670 -2.332 -2.569 0.069
H -2.434 -1.964 3.148 -0.061
H 4.280 1.945 -0.913 0.080
H 1.666 2.762 2.400 0.081
H 4.894 1.883 0.753 0.096